The following is a quantum chemistry calculation of a structure of composition C32H39MnN4OSb2 at a distorted geometry, from OMol25.

Results
**Calculated total energy**: -86206.7845 eV
**Net charge**: +2
**Lowest unoccupied orbital energy (spin up / spin down)**: -0.2622 / -0.2567 Eh
**Energy relative to the best compared isomer or geometry (same formula, charge and spin)**: 7.64 kcal/mol
**Max |F|**: 1.7 eV/A
**Spin multiplicity**: 5
**Frontier orbital gap (spin up / spin down)**: 5.6 / 5.9 eV

Atoms and positions in Å:
Mn 0.53434 0.16713 1.01427
C 4.12468 2.34335 0.38869
C 2.75154 1.89489 0.72933
N 2.35245 0.66390 0.58581
N 3.17746 -0.29792 0.14140
C 2.50479 -1.43219 0.03540
O 1.22112 -1.44111 0.28174
C 3.21035 -2.64852 -0.34016
C 4.50930 -2.57377 -0.85343
C 5.18980 -3.73671 -1.15639
C 4.59143 -4.97246 -0.93810
C 3.30323 -5.04818 -0.42494
C 2.60736 -3.89064 -0.13314
C 1.69551 2.76918 1.21305
C 1.85241 4.13166 1.42052
C 0.79149 4.87505 1.91061
C -0.41248 4.23436 2.17340
C -0.50705 2.87865 1.93790
N 0.50988 2.14843 1.46485
H 4.76043 1.47549 0.24652
H 4.53557 2.97157 1.17954
H 4.11261 2.92545 -0.53711
H 4.96543 -1.60766 -1.01229
H 6.19180 -3.69000 -1.56079
H 5.13063 -5.88086 -1.17108
H 2.84761 -6.01397 -0.25323
H 1.60290 -3.93268 0.26756
H 2.80493 4.59343 1.20198
H 0.90528 5.93466 2.09518
H -1.26520 4.77271 2.56126
H -1.43014 2.34930 2.14249
C 2.09679 1.85520 -3.28779
Sb 0.55436 1.08520 -1.98903
C -0.14590 -0.42933 -3.34555
C -0.94986 2.68841 -2.45233
C -2.09657 2.08094 -3.15981
C -2.10790 2.03290 -4.55699
C -3.09994 1.36437 -5.24925
C -4.10191 0.70127 -4.55151
C -4.11817 0.75494 -3.17025
C -3.14165 1.45548 -2.45976
C -3.23009 1.51986 -0.97577
Sb -1.99564 0.04892 0.06996
C -2.73384 -1.72938 -0.86417
C -3.29008 -0.00432 1.78475
H 1.71402 1.90002 -4.30588
H 2.96197 1.19507 -3.25808
H 2.39402 2.85171 -2.96490
H -0.20673 -0.01068 -4.34664
H -1.12825 -0.79148 -3.04475
H 0.56490 -1.25489 -3.33764
H -0.39785 3.39950 -3.06334
H -1.19577 3.13298 -1.49051
H -1.32565 2.54870 -5.10326
H -3.09153 1.34829 -6.33094
H -4.87193 0.16072 -5.08506
H -4.91665 0.26278 -2.62514
H -4.23584 1.27474 -0.63707
H -2.95243 2.49374 -0.57401
H -3.81714 -1.73238 -0.76694
H -2.31492 -2.59342 -0.35176
H -2.45392 -1.76019 -1.91457
H -4.30820 -0.18881 1.44794
H -3.26007 0.94832 2.31324
H -2.98880 -0.79866 2.46429
C -1.91084 -3.21761 5.92880
C -1.28532 -2.39597 4.85263
C -0.85282 -1.08884 5.06349
C -0.29522 -0.36890 4.02727
N -0.14108 -0.86305 2.79120
C -0.53336 -2.13551 2.58514
C -1.09685 -2.91506 3.56800
H -2.08101 -2.64137 6.83496
H -1.26492 -4.06297 6.17510
H -2.85977 -3.63446 5.58996
H -0.94388 -0.62970 6.03870
H 0.04815 0.64631 4.18915
H -0.37082 -2.53552 1.59219
H -1.39056 -3.93039 3.33514

The following is a quantum chemistry calculation of a cluster of 15 separate species, BF4H28O14 in total at a distorted geometry, from OMol25.

Results
**Calculated total energy**: -40674.4205 eV
**Net charge**: -1
**Lowest unoccupied orbital energy**: 0.0830 Eh
**Energy relative to the best compared isomer or geometry (same formula, charge and spin)**: 52.43 kcal/mol
**Max |F|**: 6.1 eV/A
**Spin multiplicity**: 1
**Frontier orbital gap**: 10.8 eV

Atoms and positions in Å:
B -0.64794 -5.18503 -19.42453
F -1.81663 -5.58507 -19.75875
F 0.28746 -6.07627 -19.96397
F -0.38547 -3.95994 -19.99739
F -0.53563 -5.06908 -18.07436
O -2.92373 -0.97859 -18.31407
H -2.23433 -1.52123 -18.69684
H -2.45435 -0.27425 -17.86705
O -5.54609 -7.24696 -18.77421
H -4.74196 -6.90851 -19.16802
H -6.24927 -6.77918 -19.22472
O -3.67838 -4.32743 -14.50582
H -3.38941 -5.23998 -14.50370
H -3.17341 -3.91742 -15.20804
O 1.29553 -10.42268 -21.60402
H 1.08842 -9.49293 -21.50960
H 0.75887 -10.71446 -22.34097
O -2.33407 -8.17053 -15.10681
H -2.96211 -8.79498 -15.46995
H -1.55892 -8.25986 -15.66124
O 1.74875 -0.42248 -16.41770
H 1.84935 -1.37282 -16.47208
H 2.36433 -0.07857 -17.06502
O 1.29588 -9.02869 -17.19278
H 1.63062 -8.50959 -17.92401
H 2.07067 -9.23345 -16.66932
O 2.94708 -1.99308 -21.86127
H 2.52755 -1.60382 -22.62854
H 2.22425 -2.18426 -21.26362
O -3.12163 -9.97565 -22.68783
H -3.25363 -9.07992 -22.99839
H -3.94297 -10.42344 -22.89056
O 4.45010 -6.40797 -19.33121
H 3.67338 -6.14254 -19.82363
H 4.93539 -6.97141 -19.93391
O 0.17068 -5.01713 -13.14634
H -0.55518 -5.33256 -13.68474
H -0.24227 -4.44979 -12.49532
O -2.01409 -5.53511 -23.58999
H -2.12170 -5.27468 -22.67521
H -1.51131 -4.82266 -23.98477
O 2.82614 -6.49628 -23.81655
H 3.06925 -5.72925 -24.33500
H 2.28994 -6.14524 -23.10557
O 3.40269 -4.24963 -15.88631
H 2.72333 -4.71127 -15.39478
H 3.69345 -4.88079 -16.54459

The following is a quantum chemistry calculation of a structure of composition C20H23BrHfN4O2 at a distorted geometry, from OMol25.

Results
**Calculated total energy**: -102500.8102 eV
**Net charge**: +2
**Lowest unoccupied orbital energy**: -0.2838 Eh
**Max |F|**: 3.3 eV/A
**Spin multiplicity**: 1
**Frontier orbital gap**: 6.9 eV

Atoms and positions in Å:
Hf -0.15762 -0.11193 -0.30416
C -3.17040 1.35076 2.50670
C -2.05925 1.39509 1.51619
O -1.37760 0.28404 1.20104
C -1.73121 2.63570 0.90508
C -2.56127 3.72064 1.06481
C -2.18755 4.97462 0.68905
C -1.02019 5.15492 -0.06895
C -0.07180 4.12077 -0.11214
C -0.43639 2.88389 0.26984
O 0.19755 1.80402 -0.25578
H -3.40512 0.38317 2.89773
H -4.09955 1.75449 2.01198
H -3.05174 2.01741 3.39115
H -3.57394 3.49698 1.34176
H -2.88651 5.79872 0.83347
H -0.92720 5.97249 -0.78219
H 0.89371 4.16769 -0.58321
C 1.43198 -2.29418 0.23991
N 2.67034 -3.11865 -0.03620
C 3.62723 -2.90950 1.17849
N 3.91838 -1.46517 1.36413
C 2.65268 -0.77554 1.63169
N 1.76696 -0.83797 0.47190
C 2.43608 -0.35694 -0.77382
N 3.55769 -1.16873 -1.11493
C 3.24522 -2.62757 -1.25400
C 4.51382 -1.09512 0.04699
H 0.90950 -2.70396 1.11267
H 0.87494 -2.35812 -0.71353
H 4.50371 -3.45155 0.85604
H 3.22777 -3.33455 2.08109
H 2.89045 0.26595 1.91040
H 2.23945 -1.27833 2.53748
H 2.75450 0.73784 -0.64521
H 1.62164 -0.28489 -1.62886
H 4.20254 -3.14887 -1.40094
H 2.53761 -2.89908 -2.04575
H 5.00072 -0.15049 -0.09038
H 5.34955 -1.79086 -0.18463
Br -5.85981 -2.27556 -1.17349
C -4.13199 -1.68012 -1.85285
C -3.89071 -0.39802 -2.17733
C -2.61454 0.10727 -1.97055
C -1.52807 -0.75331 -1.70442
C -1.78941 -2.13313 -1.74081
C -3.09350 -2.58813 -1.75665
H -4.75733 0.19213 -2.39359
H -2.36497 1.19362 -2.10777
H -0.97620 -2.85318 -1.76471
H -3.30015 -3.56877 -1.42272